1.
60
Properties=species:S:1:pos:R:3 method="wB97M-V/def2-TZVPD" spin_multiplicity=8 orbital_gap_ev="4.1098 / 6.6311" total_charge=-1
O 1.58 0.97 -1.10
C 1.45 1.53 -2.33
C 1.43 3.07 -2.23
C 1.07 3.75 -1.06
H 0.76 3.21 -0.16
C 1.04 5.15 -1.06
H 0.75 5.67 -0.15
C 1.37 5.87 -2.21
H 1.36 6.96 -2.21
C 1.74 5.18 -3.37
H 2.00 5.72 -4.28
C 1.77 3.79 -3.37
H 2.02 3.21 -4.27
H 2.32 1.29 -2.96
C 0.38 -0.50 -3.47
C 0.24 0.94 -3.08
H -0.25 -0.73 -4.33
H 0.08 -1.17 -2.64
H 1.43 -0.71 -3.71
C -0.89 1.67 -3.26
C -2.13 1.22 -3.94
H -0.93 2.68 -2.86
H -2.33 1.83 -4.82
H -2.96 1.35 -3.24
H -2.13 0.17 -4.23
Eu -0.28 0.19 0.03
Cl -1.39 2.36 1.13
Cl -2.58 -0.48 -1.52
C -2.50 -1.32 1.24
O -1.31 -1.69 1.08
N -3.35 -1.96 2.02
C -2.90 -3.21 2.61
C -4.69 -1.47 2.27
H -2.89 -0.43 0.75
H -1.84 -3.36 2.37
H -3.48 -4.05 2.22
H -3.04 -3.19 3.69
H -4.75 -0.44 1.88
H -4.87 -1.47 3.36
H -5.43 -2.11 1.77
H 1.90 -5.07 -0.95
H 4.45 -4.15 -0.59
C 1.90 -4.26 -1.69
C 4.16 -3.30 -1.23
N 2.72 -3.14 -1.26
H 0.87 -3.92 -1.86
C 2.13 -2.03 -0.78
O 0.91 -1.91 -0.63
H 4.61 -2.38 -0.84
H 2.82 -1.20 -0.54
H 2.30 -4.68 -2.61
H 4.56 -3.50 -2.24
N 0.10 1.17 4.11
C 0.28 0.02 3.42
N -0.07 -1.14 4.08
O 0.72 -0.02 2.25
H -0.06 1.18 5.11
H 0.07 2.04 3.57
H 0.03 -2.01 3.57
H -0.12 -1.19 5.09

=====

2.
60
Properties=species:S:1:pos:R:3 method="wB97M-V/def2-TZVPD" orbital_gap_ev=3.0484 total_charge=-1 de_lowest_kcal_mol=35.0
O 0.37 -0.13 -5.48
C -0.35 0.29 -6.36
C -0.12 1.55 -7.15
C 1.00 2.34 -6.86
H 1.70 2.04 -6.08
C 1.20 3.52 -7.59
H 2.07 4.15 -7.38
C 0.29 3.89 -8.60
H 0.45 4.81 -9.17
C -0.82 3.08 -8.87
H -1.53 3.37 -9.66
C -1.03 1.91 -8.15
H -1.89 1.27 -8.34
H -1.27 -0.25 -6.69
C -2.39 1.79 -0.61
C -2.05 0.98 0.47
H -3.27 2.31 -0.22
H -2.66 1.19 -1.47
H -1.62 2.51 -0.89
C -2.42 0.52 1.62
C -3.71 0.98 2.16
H -1.94 -0.20 2.25
H -4.16 1.75 1.52
H -3.58 1.40 3.16
H -4.39 0.13 2.23
Sr 0.17 0.02 -0.12
Cl 1.29 2.28 -0.13
Cl -0.49 -0.26 -2.55
H 3.95 -0.08 -3.22
H 5.59 0.90 -1.54
C 3.13 0.10 -2.50
C 4.73 1.08 -0.88
N 3.69 0.11 -1.15
H 2.36 -0.67 -2.57
C 3.09 -0.52 -0.14
O 2.11 -1.28 -0.27
H 5.05 0.98 0.17
H 3.52 -0.32 0.86
H 2.66 1.08 -2.71
H 4.35 2.11 -1.04
H -1.42 -5.19 1.38
H -0.24 -5.95 -0.84
C -1.88 -4.40 0.78
C -0.75 -5.11 -1.32
N -1.03 -4.10 -0.36
H -2.03 -3.50 1.40
C -0.53 -2.88 -0.49
O -0.83 -2.09 0.42
H -0.11 -4.68 -2.11
H 0.09 -2.65 -1.39
H -2.85 -4.76 0.41
H -1.69 -5.46 -1.76
N 0.00 1.19 3.99
C 0.06 0.00 3.38
N 0.00 -1.19 3.99
O 0.10 0.00 2.15
H 0.00 1.21 4.97
H 0.00 2.03 3.43
H 0.01 -2.03 3.43
H 0.01 -1.21 4.97